No. 1
Density functional theory data (ωB97M-V with the def2-TZVPD basis set) for a molecular structure, C26H55B2BrCl7F5ILi2N7O12P3S.

Results
Calculated total energy ... -282706.0628 eV
Charge ... -1
HOMO-LUMO gap ... 1.590 eV
E_HOMO ... -1.88 eV
LUMO energy ... -0.29 eV

XYZ file:
```
122
C26H55B2BrCl7F5ILi2N7O12P3S ωB97M-V with the def2-TZVPD basis set
I -6.8953 0.2123 -4.6587
Br -5.2213 3.5083 -4.8227
Cl 7.4116 6.2536 3.5141
Cl 2.8609 0.5500 -3.6082
Cl 8.6157 4.1953 1.8923
Cl 4.8631 -1.1800 -2.2198
Cl -0.9660 -1.1791 -5.2296
Cl 5.7649 4.1821 2.3891
Cl 6.9303 6.1964 0.6762
S 1.0597 -0.8053 -0.8251
P -2.3954 -3.5275 -4.8457
P 2.7493 0.2521 3.4814
P 0.3449 -0.9777 -2.6590
F -0.7912 4.4452 3.1726
F -0.0910 3.1783 1.3934
F 0.9743 3.0155 3.4342
F -1.1227 2.1335 3.1492
F -2.9630 2.2058 -6.1353
O -2.4284 1.4351 -0.1252
O -0.9374 -4.5968 4.8177
O -2.1315 -8.1697 2.8202
O 1.5728 -3.8092 -4.3221
O 2.0639 7.3704 1.9546
O 0.1383 -5.5016 -3.9792
O 1.7574 0.6148 2.3977
O -0.0703 -6.1571 3.5931
O -4.5651 -2.8511 0.1518
O -3.4763 -4.3808 -3.9031
O -4.8068 2.8023 -2.2064
O -0.5143 -4.2132 2.7471
N -0.5135 -4.9525 3.7083
N 3.6458 -0.9076 2.5500
N 1.7359 -0.4224 4.6825
N -2.0826 -1.0435 -1.7561
N -3.0987 -0.9283 -3.7788
N 4.1014 0.5462 4.6721
N -2.6467 1.1043 -2.5794
C -0.0802 2.9915 -2.6318
C 4.4947 0.3866 -2.9727
C -3.1334 1.9435 -3.6855
C 0.3909 -3.9969 -2.1593
C -5.5484 -0.4774 -3.1095
C -6.4216 -1.2458 -2.1086
C -1.2537 -1.9671 -2.5307
C -3.7232 -2.6259 -0.6908
C -4.3596 2.6880 -3.3187
C -0.9562 -3.3205 -1.8948
C -2.7887 -1.4541 -0.5508
C 4.0901 -0.0876 5.9788
C 4.3275 -0.2924 1.4371
C -4.5027 -1.3851 -3.7762
C -0.2741 8.0756 2.0337
C 0.6665 -4.5027 -3.5533
C 4.3846 -2.0368 3.0580
C -2.6460 -0.1799 -2.6853
C -3.3492 -3.0124 -6.3209
C -2.0595 -1.9282 -3.9473
C 1.1835 8.1907 2.5488
C 4.4275 1.9686 4.8491
C 1.3313 -1.8219 4.6836
C -1.1731 3.1065 -1.5535
C 7.1986 5.2229 2.1127
C 0.6483 0.5583 4.7765
B -2.0747 1.8557 -1.3532
B -0.2854 3.2236 2.7881
Li 3.9245 2.1219 1.9641
Li -0.3052 -6.9830 5.3074
H 3.2819 0.2603 6.6265
H 1.2135 -3.3945 -1.7889
H -0.0183 0.2955 -3.0784
H 4.6079 -2.7155 2.2304
H 0.3017 3.9700 -2.8901
H 0.4877 -1.9758 5.3550
H -1.7273 -4.0461 -2.1364
H -4.7963 -1.4913 -4.8086
H -2.0586 -1.6829 0.2198
H 3.6774 0.4398 0.9389
H -3.2851 1.4183 -4.6415
H -1.7990 -7.2889 2.6069
H -2.8943 -8.2899 2.2494
H -4.1441 -4.7405 -4.4949
H 1.4535 9.2855 2.4646
H -0.6740 3.2638 -0.6012
H -0.3780 2.4461 -3.5223
H 0.1290 0.5119 5.7366
H 1.1202 8.0684 3.6672
H 5.3390 -1.7581 3.5334
H -3.0248 -3.5994 -7.1673
H -3.3542 -0.6255 -0.1487
H -2.3778 2.6764 -3.9369
H -6.0030 -1.0854 -1.1200
H 1.0500 1.5653 4.6668
H 5.2185 0.5188 -3.7661
H 2.4453 -3.9097 -3.9278
H 3.6481 2.5216 5.3870
H 0.7673 2.4571 -2.2083
H -3.6209 -3.3172 -1.5438
H 4.5805 -1.0255 0.6770
H 1.0533 -2.1977 3.6924
H 4.0301 -1.1705 5.8917
H -0.0757 0.4165 3.9800
H 0.3974 -4.8947 -1.5519
H 2.1300 -2.4522 5.0921
H -4.5974 -2.3820 -3.3597
H -7.4142 -0.8266 -2.0576
H -1.0024 -3.1924 -0.8203
H -0.6802 7.0766 2.1958
H -0.3228 8.3106 0.9672
H -0.9257 8.7890 2.5649
H 4.5591 2.4608 3.8763
H -5.1436 0.3693 -2.5749
H -3.1561 -1.9676 -6.5354
H -6.4482 -2.3070 -2.3145
H 3.7969 -2.6114 3.7692
H -4.4211 -3.1081 -6.1693
H 4.5928 1.1748 -2.2366
H -1.6571 1.2945 0.4406
H 1.2080 -1.5894 -3.5543
H 5.2701 0.2206 1.7591
H 5.0455 0.1391 6.4643
H 5.3704 2.0876 5.3855
H -1.7805 3.9933 -1.7215
```

***

No. 2
Density functional theory data (ωB97M-V with the def2-TZVPD basis set) for 10 unconnected molecules or ions with the total composition C26H55Br10N5O4.

Results
Calculated total energy ... -743909.5073 eV
Spin multiplicity ... 2
Charge ... +1
HOMO-LUMO gap (spin up / spin down) ... 8.042 / 2.948 eV
E_HOMO (spin up / spin down) ... -11.14 / -11.14 eV
LUMO energy (spin up / spin down) ... -3.10 / -8.19 eV

XYZ file:
```
100
C26H55Br10N5O4 ωB97M-V with the def2-TZVPD basis set
Br 25.8176 -3.5659 2.6153
Br 17.3161 -3.7688 5.4670
Br 18.5897 -6.6785 7.4136
Br 22.8355 -3.6168 7.7801
Br 20.5244 -1.0058 9.1475
Br 26.9892 -5.6996 4.9613
Br 18.3067 -0.3047 6.4255
Br 20.3128 -0.5193 -1.4999
Br 20.9943 -4.4541 -4.0357
Br 24.1162 -7.3685 10.4104
O 23.0307 0.5112 4.9179
O 23.7208 0.8670 10.7912
O 21.2769 -2.9116 1.3500
O 21.5315 -6.9844 -0.7129
N 23.3748 -7.2938 5.0771
N 24.3774 0.4242 8.6508
N 23.3456 -5.6790 -1.2360
N 22.2716 1.7720 3.1179
N 21.3201 -3.0890 3.6985
C 21.2132 -2.3528 4.9963
C 24.2439 -5.9571 8.9866
C 21.5401 2.9876 2.7674
C 24.2257 1.7794 8.1326
C 22.2826 -6.0055 -0.5087
C 23.8212 -7.2100 3.9971
C 21.3000 -2.4649 2.4931
C 26.0778 -3.9498 5.3586
C 22.8418 -5.2626 8.9353
C 24.0798 0.0475 9.9306
C 24.9593 -3.7487 4.4172
C 24.8306 -0.5803 7.6322
C 23.6719 -6.3587 -2.5133
C 19.3256 1.0476 7.5263
C 21.4353 -4.5206 3.7810
C 21.2829 -2.0862 -2.3423
C 23.2052 -9.3339 1.9992
C 24.4533 -7.1377 2.6722
C 18.0483 -3.6898 7.3324
C 17.6039 -5.0077 7.9773
C 24.5293 -8.4776 1.8775
C 20.6649 0.5140 7.9150
C 20.3028 -2.7070 -3.3714
C 22.2978 1.3866 4.3677
C 24.0668 -4.4377 -0.9403
C 22.9952 1.1052 1.9956
H 22.3678 3.6616 2.5467
H 16.5265 -5.1474 7.8897
H 24.0142 -3.9895 0.0519
H 25.0284 -5.3094 9.3780
H 23.7501 2.4280 8.8683
H 18.6954 1.2679 8.3880
H 23.0620 -9.6195 3.0413
H 21.2220 0.1157 7.0670
H 20.9550 3.3317 3.6202
H 22.0951 -5.2751 0.2935
H 22.0788 -5.8624 8.4392
H 25.4292 -6.6703 2.8040
H 23.1855 -10.2628 1.4292
H 23.7153 1.8112 1.5819
H 19.4950 1.9808 6.9892
H 25.7269 -3.9988 6.3893
H 23.5607 0.2474 2.3596
H 24.3374 -2.8916 4.6755
H 22.4360 -5.0548 9.9254
H 24.3533 -4.6457 4.2896
H 17.6013 -2.7995 7.7747
H 19.9857 -1.9975 -4.1357
H 21.6966 -5.1469 2.9280
H 23.5797 1.8185 7.2554
H 22.3999 -8.7278 1.5842
H 22.3513 0.8880 1.1434
H 17.8626 -4.8186 9.0191
H 25.3330 -8.9707 2.4243
H 20.5237 -2.7890 5.7190
H 24.6237 -6.8763 -2.3940
H 24.9382 -1.6241 7.9271
H 23.0138 -7.1909 -2.7630
H 25.1547 2.1789 7.7258
H 23.8075 -5.6176 -3.3010
H 24.1270 -1.0429 10.0753
H 21.5636 1.9575 4.9570
H 23.8769 -6.3879 2.1303
H 20.4717 -4.9225 4.0944
H 20.9825 -1.2927 4.8913
H 21.1233 -1.4088 2.7491
H 25.8485 -0.2444 7.4345
H 23.8097 -3.6956 -1.6961
H 19.3784 -2.9662 -2.8554
H 19.1279 -3.6099 7.2049
H 26.8362 -3.1726 5.4538
H 20.9671 2.8883 1.8455
H 25.1135 -4.7184 -1.0569
H 24.8166 -8.3213 0.8377
H 21.1803 1.3978 8.2911
H 21.4382 -2.7586 -1.4986
H 22.0905 -4.7314 4.6262
H 22.1994 -2.3672 5.4603
H 24.5949 -6.3749 8.0430
H 22.2942 -1.8462 -2.6707
H 24.2267 -0.6096 6.7253
```

***

No. 3
Density functional theory data (ωB97M-V with the def2-TZVPD basis set) for 3 unconnected molecules or ions with the total composition C26H55N2OP2.

Results
Calculated total energy ... -51453.4676 eV
Charge ... -1
HOMO-LUMO gap ... 5.302 eV
E_HOMO ... -3.05 eV
LUMO energy ... 2.25 eV

XYZ file:
```
86
C26H55N2OP2 ωB97M-V with the def2-TZVPD basis set
P 1.4773 -0.7871 2.9031
P 1.2213 -2.2540 1.2505
O -2.8149 -2.2080 1.6843
N 7.4093 -4.6089 -2.0652
N -5.3615 6.6449 -2.7159
C 2.1724 -3.5390 2.3591
C -1.7880 -1.9540 3.8777
C 7.4855 -5.9553 -1.5218
C 8.7164 -4.0012 -2.2799
C 6.1597 -6.7050 -1.5375
C -4.0673 0.2580 2.6202
C 9.5860 -3.7271 -1.0504
C -0.4110 -2.9769 1.9651
C -4.4849 1.5043 3.2519
C -4.4461 2.7249 2.4515
C -3.6002 1.3613 0.4321
C -4.0192 2.6249 1.0546
C 1.0286 0.8845 2.1135
C -6.5807 8.5471 -3.7790
C -5.5078 4.1423 -3.2298
C -3.1469 -1.2664 0.6794
C -7.4191 6.0157 -1.3340
C 2.8114 -4.6445 1.8809
C -6.0805 6.7479 -1.4526
C -3.6189 0.1265 1.2398
C 6.4997 -3.4657 0.0352
C 6.4061 -3.7327 -1.4677
C -6.0698 7.1168 -3.8946
C -1.5221 -1.9128 2.2961
C -4.6624 5.3823 -2.9316
C 3.3167 -0.5706 3.3203
H 1.1745 -3.2321 0.1620
H 2.4748 -1.7656 0.6518
H 9.2397 -2.8563 -0.4947
H 5.7485 -6.7579 -2.5479
H 6.4050 -2.7746 -1.9965
H 6.7202 -4.3677 0.6100
H -6.2719 4.3282 -3.9871
H -3.9083 -1.6575 -0.0555
H -7.0373 8.8525 -4.7231
H 5.4182 -4.1517 -1.6786
H -2.8242 -2.3597 4.0733
H -4.8634 3.3451 -3.6101
H 3.7052 0.2762 2.6741
H -3.9904 3.5877 0.4837
H 10.6105 -3.5123 -1.3690
H 1.4381 1.7260 2.7492
H 8.1890 -6.5359 -2.1292
H -0.0771 1.0490 2.0556
H -4.7394 3.6870 2.9391
H -5.9908 3.7559 -2.3326
H 7.2546 -2.7136 0.2648
H 2.1869 -3.3110 3.4585
H -5.7659 9.2403 -3.5593
H -4.0241 5.1740 -2.0674
H 6.3102 -7.7266 -1.1812
H -3.2594 1.3678 -0.6313
H -0.8386 -3.6431 1.1538
H 8.5899 -3.0676 -2.8372
H 9.6312 -4.5806 -0.3716
H -8.0401 6.1288 -2.2252
H -1.6672 -0.9175 4.2825
H 3.3359 -4.7239 0.8998
H -1.2144 -0.8970 1.9408
H 3.4127 -0.2318 4.3805
H 0.4744 -1.3077 0.4254
H -6.2515 7.8082 -1.2428
H -4.0809 -0.6657 3.2497
H 2.8539 -5.5456 2.5573
H -2.2127 -1.0849 0.0607
H -3.9665 5.5255 -3.7657
H -7.3437 8.6480 -3.0042
H 9.2811 -4.6561 -2.9538
H 5.4193 -6.2412 -0.8830
H -6.9137 6.4617 -4.1554
H 3.9275 -1.4701 3.0568
H -1.0775 -2.6258 4.4156
H 5.5446 -3.0767 0.3998
H -4.7777 1.4711 4.3306
H -7.2818 4.9527 -1.1390
H 1.4461 0.9910 1.0725
H 7.8810 -5.9617 -0.4957
H -0.1485 -3.6600 2.8111
H -5.4260 6.4194 -0.6394
H -7.9872 6.4208 -0.4913
H -5.3822 7.0906 -4.7465
```

***

- Which of these has the lowest calculated total energy?
  C26H55Br10N5O4